ORCA calculation (the ωB97M-V functional and the def2-TZVPD basis) on H2N3P3 in the gas phase.

Results
Spin multiplicity = 1
Gap between HOMO and LUMO (alpha / beta) = 0.2245 / 0.2248 Ha
HOMO energy (alpha / beta) = -8.1 / -8.1 eV
Calculated total energy = -32366.59912 eV
LUMO energy (alpha / beta) = -1.9 / -1.9 eV
Energy relative to the best compared isomer or geometry (same formula, charge and spin) = 60.2 kcal/mol
Charge = 0

```
8
Properties=species:S:1:pos:R:3:forces:R:3
N -1.877 -0.508 -0.334 -1.459 2.068 -0.468
N 0.625 -0.566 -0.796 1.946 1.229 -0.902
N 0.702 1.577 0.634 -1.385 0.300 0.690
P -2.350 0.935 -0.373 1.023 -1.746 0.498
P 1.206 0.923 -0.708 0.508 0.253 0.005
P -0.447 -1.426 -0.049 0.049 -0.876 1.110
H 0.830 2.540 0.968 0.266 -0.607 -0.781
H -0.559 -2.379 -1.057 -0.948 -0.621 -0.153
```
Forces are in eV/Å.



ORCA calculation (the ωB97M-V functional and the def2-TZVPD basis) on a molecular structure, C23H18Cl3F6N3OS5SbSeTeZr.

Results
Spin multiplicity = 2
Gap between HOMO and LUMO (alpha / beta) = 0.2634 / 0.2276 Ha
HOMO energy (alpha / beta) = -8.9 / -8.9 eV
Calculated total energy = -219175.17212 eV
LUMO energy (alpha / beta) = -1.7 / -2.7 eV
Energy relative to the best compared isomer or geometry (same formula, charge and spin) = 25.9 kcal/mol
Charge = 0

```
63
Properties=species:S:1:pos:R:3:forces:R:3
Zr -1.443 -0.965 -0.798 -0.006 0.479 0.509
S 0.679 -1.790 0.949 0.078 0.056 0.079
S -0.566 -5.435 0.203 0.008 -0.025 0.043
S 2.906 -4.323 -0.597 0.014 -0.040 -0.014
S -0.004 -2.626 -2.367 -0.066 -0.127 -0.013
Se 3.263 -0.864 -0.509 -0.048 -0.015 0.012
C 3.583 -0.003 1.059 0.021 0.066 -0.065
N 3.785 0.595 2.027 -0.090 0.037 0.074
F -2.362 0.383 -2.034 0.076 -0.137 0.075
Sb -4.644 -0.440 -1.392 -0.293 0.122 -0.175
F -5.111 -0.078 -3.182 0.096 -0.045 0.005
F -3.245 -1.802 -1.826 -0.362 -0.056 0.002
F -5.940 -1.817 -1.256 0.052 -0.042 -0.064
F -2.174 -2.380 0.329 0.278 0.147 -0.244
F -2.090 0.277 0.571 0.267 -0.264 -0.170
Cl -3.838 5.177 -3.620 -0.008 0.007 -0.016
C -2.707 4.928 -2.330 0.022 0.015 0.014
C -2.781 3.777 -1.565 -0.007 0.008 0.000
C -1.877 3.591 -0.532 -0.011 -0.028 -0.028
C -0.888 4.533 -0.262 -0.013 -0.003 -0.013
C 0.143 4.251 0.804 0.010 -0.035 0.022
C 1.433 3.697 0.167 -0.005 0.027 0.053
N 1.107 2.543 -0.655 0.232 -0.053 0.000
C 1.034 2.503 -2.031 -0.086 0.044 0.000
C 0.488 1.303 -2.349 0.119 -0.023 0.003
N 0.251 0.600 -1.189 -0.397 0.029 0.128
C 0.629 1.382 -0.195 0.008 -0.117 -0.010
O -0.388 3.268 1.664 -0.026 0.068 0.020
C 0.024 3.340 3.028 0.037 0.031 -0.015
C -0.369 2.048 3.658 -0.002 -0.017 0.018
C -1.614 1.775 4.136 0.005 -0.024 -0.031
Cl -2.941 2.860 4.198 -0.001 0.002 0.004
S -1.787 0.153 4.656 0.014 0.006 -0.038
C -0.164 -0.191 4.233 -0.011 -0.027 0.017
C 0.470 0.896 3.722 -0.022 -0.017 0.018
C -0.838 5.670 -1.059 -0.018 -0.002 0.000
Cl 0.387 6.880 -0.783 0.017 -0.010 0.007
C -1.741 5.889 -2.086 -0.008 -0.013 -0.006
H -3.531 3.031 -1.784 0.022 0.004 0.001
H -1.929 2.694 0.073 -0.023 0.023 -0.019
H 0.388 5.165 1.355 0.000 0.010 -0.019
H 2.135 3.401 0.948 -0.001 -0.040 -0.015
H 1.917 4.439 -0.465 -0.029 0.025 0.007
H 1.357 3.329 -2.640 -0.004 0.000 -0.002
H 0.248 0.901 -3.318 0.006 -0.001 0.000
H 0.549 1.147 0.854 -0.011 0.023 -0.013
H -0.469 4.189 3.511 0.017 0.004 0.004
H 1.109 3.478 3.101 0.005 -0.008 -0.015
H 0.240 -1.178 4.392 -0.010 0.006 0.003
H 1.506 0.889 3.414 0.073 0.012 -0.044
H -1.688 6.788 -2.683 0.001 0.002 -0.002
Te 0.594 -3.661 -0.388 0.079 -0.096 -0.058
C 2.654 -6.069 -0.724 -0.010 0.006 -0.023
C 2.702 -6.850 0.426 0.004 0.001 0.004
C 2.532 -8.222 0.327 -0.005 -0.004 -0.009
C 2.303 -8.806 -0.911 0.001 0.014 -0.004
C 2.248 -8.022 -2.057 -0.001 -0.005 0.005
C 2.426 -6.652 -1.968 -0.007 -0.001 0.006
H 2.862 -6.380 1.386 0.008 0.001 -0.001
H 2.568 -8.833 1.219 -0.002 0.000 -0.001
H 2.162 -9.876 -0.984 0.000 0.001 0.000
H 2.063 -8.479 -3.020 0.001 0.000 -0.001
H 2.383 -6.029 -2.852 0.010 -0.001 -0.005
```
Forces are in eV/Å.



ORCA calculation (the ωB97M-V functional and the def2-TZVPD basis) on a molecular structure, C30H48LuP2.

Results
Spin multiplicity = 1
Gap between HOMO and LUMO = 0.1524 Ha
HOMO energy = -9.0 eV
Calculated total energy = -84073.67013 eV
LUMO energy = -4.9 eV
Energy relative to the best compared isomer or geometry (same formula, charge and spin) = 0.0 kcal/mol
Charge = +1

```
81
Properties=species:S:1:pos:R:3:forces:R:3
Lu -0.705 0.046 -0.138 -7.298 -0.065 0.382
C -2.427 1.926 -1.036 -0.178 -1.498 -0.224
C -2.043 1.121 -2.167 -0.075 -0.385 1.510
C -3.489 -0.118 -0.847 0.882 0.684 -0.252
C -3.313 1.143 -0.219 0.678 -0.034 -1.237
C -2.657 -0.165 -2.004 0.149 0.837 0.667
C -2.184 3.370 -0.872 0.127 1.021 0.300
H -1.228 3.680 -1.308 -0.132 0.045 0.039
H -2.163 3.648 0.192 0.037 -0.002 -0.315
H -2.965 3.990 -1.348 0.219 -0.254 0.116
C -4.065 1.653 0.949 -0.360 0.153 0.629
H -4.015 2.747 1.011 -0.066 -0.261 -0.011
H -3.675 1.243 1.889 -0.140 0.154 -0.074
H -5.133 1.369 0.888 0.424 0.121 0.042
C -4.514 -1.131 -0.508 -0.362 -0.554 0.045
H -5.464 -0.651 -0.222 0.289 -0.130 -0.049
H -4.207 -1.769 0.320 -0.132 -0.123 -0.011
H -4.723 -1.784 -1.367 0.020 0.205 0.231
C -2.640 -1.265 -2.995 -0.226 -0.709 -0.410
H -3.451 -1.169 -3.740 0.297 -0.029 0.199
H -2.771 -2.238 -2.496 0.035 0.223 -0.239
H -1.693 -1.302 -3.542 -0.161 0.026 -0.076
C -1.377 1.593 -3.398 0.412 0.139 -0.716
H -2.107 1.843 -4.187 0.223 -0.065 0.201
H -0.712 0.818 -3.810 -0.110 0.252 -0.081
H -0.780 2.494 -3.221 -0.110 -0.100 -0.152
C 3.808 0.580 0.948 1.501 2.228 0.284
C 3.723 1.663 0.138 3.120 0.095 1.584
C 4.610 1.849 -1.072 0.344 0.403 -0.056
C 4.800 0.582 -1.910 0.438 0.260 0.100
C 3.622 -0.347 -1.865 1.134 -1.328 -0.718
C 3.554 -1.453 -1.087 1.722 -0.453 -1.267
C 4.436 -1.711 0.116 0.380 -0.195 -0.310
C 4.883 -0.440 0.852 0.656 -0.835 0.036
H 5.596 2.218 -0.739 -0.251 -0.065 -0.094
H 5.735 0.060 -1.639 -0.603 0.085 0.031
H 4.219 2.643 -1.732 0.057 -0.191 0.422
H 5.810 -0.034 0.410 -0.583 -0.043 0.085
H 3.216 0.495 1.859 0.263 0.430 -0.153
H 3.408 2.626 0.524 -0.643 -0.299 -0.101
H 5.183 -0.734 1.876 -0.248 0.189 -0.404
H 3.939 -2.383 0.836 -0.033 0.168 -0.338
H 3.202 -2.391 -1.530 -0.691 0.614 0.308
H 5.326 -2.272 -0.233 -0.321 0.130 0.203
H 4.956 0.873 -2.960 -0.193 -0.111 0.266
H 2.932 -0.182 -2.691 0.126 -0.420 0.107
P 1.080 1.767 0.595 -3.151 0.172 -0.777
C 1.537 2.557 2.146 0.508 -0.157 0.765
C 1.376 2.616 -1.022 0.739 -0.168 0.068
P 0.768 -1.822 -1.061 -2.536 0.711 0.346
C 1.492 0.033 0.277 2.192 -0.895 -0.937
C 1.055 -1.717 -2.856 1.124 -0.631 -0.139
C 1.210 -3.366 -0.233 0.723 -0.077 0.365
H 0.990 2.042 2.967 0.280 0.357 -0.584
H 1.208 3.613 2.121 0.108 -0.547 -0.098
H 2.618 2.488 2.333 -0.393 0.281 0.149
H 2.308 2.229 -1.470 -0.602 0.384 0.055
H 1.499 3.689 -0.812 -0.031 -0.238 -0.156
H 0.561 2.487 -1.752 0.102 -0.040 0.643
H 2.297 -3.369 -0.026 -0.690 -0.545 -0.090
H 0.903 -4.197 -0.893 0.252 0.263 0.234
H 0.651 -3.436 0.726 0.228 0.170 -0.699
H 1.789 -0.618 1.118 0.093 0.521 -0.571
H 2.202 0.111 -0.550 -0.355 -0.349 1.388
H 0.242 -2.284 -3.355 0.372 0.230 0.420
H 2.043 -2.162 -3.083 -0.650 0.277 -0.464
H 1.018 -0.670 -3.208 -0.136 -0.528 0.266
C -1.661 -1.381 1.696 0.586 1.238 -1.387
C -2.456 -1.398 2.933 -0.402 -0.025 1.286
C -3.858 -1.163 2.966 0.350 -0.113 -0.259
C -4.620 -1.381 4.116 0.749 -0.253 0.528
C -4.009 -1.823 5.307 0.853 0.305 -1.049
C -2.599 -1.971 5.327 -0.938 0.387 -0.513
C -1.843 -1.728 4.177 -0.367 -0.065 -0.361
H -2.123 -2.024 0.919 0.374 0.040 0.188
H -0.620 -1.667 1.892 0.072 -0.649 0.144
H -4.359 -0.815 2.051 0.276 -0.309 0.625
H -5.694 -1.219 4.091 0.123 -0.007 -0.028
H -4.599 -2.021 6.188 -0.022 -0.019 0.087
H -2.117 -2.286 6.241 0.096 0.024 0.038
H -0.748 -1.847 4.204 -0.544 -0.059 0.016
```
Forces are in eV/Å.



ORCA calculation (the ωB97M-V functional and the def2-TZVPD basis) on C7H11P in the gas phase.

Results
Spin multiplicity = 1
Gap between HOMO and LUMO = 0.3515 Ha
HOMO energy = -8.7 eV
Calculated total energy = -16723.17179 eV
LUMO energy = 0.9 eV
Energy relative to the best compared isomer or geometry (same formula, charge and spin) = 24.6 kcal/mol
Charge = 0

```
19
Properties=species:S:1:pos:R:3:forces:R:3
C -2.631 -0.033 0.887 -2.417 -3.908 -0.167
C -2.036 0.224 -0.470 4.597 -1.210 0.310
C -0.609 -0.694 -0.672 -2.853 -1.027 -0.682
P 0.471 -0.348 0.748 1.295 -0.044 -0.173
C 1.954 -1.162 0.085 1.189 -2.292 -0.690
C 2.874 -0.280 -0.330 0.421 2.007 0.365
C 2.525 1.103 0.037 1.071 0.080 -1.320
C 1.282 1.257 0.323 -4.735 -0.577 2.445
H -2.060 -0.769 1.495 0.059 0.443 -0.555
H -2.714 0.801 1.523 -0.408 1.264 0.451
H -3.653 -0.617 0.826 1.593 1.529 0.058
H -2.483 -0.016 -1.422 -1.009 0.636 0.225
H -1.512 1.171 -0.366 -0.770 0.720 -0.988
H -0.991 -1.798 -0.700 0.961 1.740 0.300
H -0.130 -0.505 -1.669 -0.451 0.084 0.918
H 2.136 -2.288 -0.040 -0.682 1.826 0.070
H 3.756 -0.207 -0.949 0.467 -1.683 0.109
H 3.035 2.038 -0.052 1.399 -0.063 -0.243
H 0.788 2.122 0.747 0.274 0.473 -0.433
```
Forces are in eV/Å.



ORCA calculation (the ωB97M-V functional and the def2-TZVPD basis) on C3H5BN2 in the gas phase.

Results
Spin multiplicity = 1
Gap between HOMO and LUMO (alpha / beta) = 0.3038 / 0.3038 Ha
HOMO energy (alpha / beta) = -8.1 / -8.1 eV
Calculated total energy = -6845.51922 eV
LUMO energy (alpha / beta) = 0.2 / 0.2 eV
Energy relative to the best compared isomer or geometry (same formula, charge and spin) = 56.9 kcal/mol
Charge = 0

```
11
Properties=species:S:1:pos:R:3:forces:R:3
B 1.823 0.384 -0.040 0.466 0.108 0.017
C -1.543 -0.756 0.026 -0.308 -0.754 0.480
C -0.201 -1.249 -0.048 0.001 -0.106 -0.068
C -0.822 1.443 -0.147 -0.675 -0.070 -0.578
N -1.589 0.540 0.062 0.251 0.592 -0.361
N 0.775 -0.460 -0.128 -0.502 -0.481 0.027
H 2.261 0.632 1.026 0.195 0.125 0.415
H 2.300 0.815 -1.023 0.199 0.288 -0.391
H -2.429 -1.359 0.037 -0.095 -0.095 -0.062
H -0.058 -2.325 -0.094 0.052 -0.058 -0.030
H -0.518 2.335 0.331 0.416 0.452 0.552
```
Forces are in eV/Å.



ORCA calculation (the ωB97M-V functional and the def2-TZVPD basis) on C4H6N2O in the gas phase.

Results
Spin multiplicity = 1
Gap between HOMO and LUMO = 0.4052 Ha
HOMO energy = -10.0 eV
Calculated total energy = -9270.58837 eV
LUMO energy = 1.0 eV
Energy relative to the best compared isomer or geometry (same formula, charge and spin) = 67.2 kcal/mol
Charge = 0

```
13
Properties=species:S:1:pos:R:3:forces:R:3
H -2.095 -1.135 2.019 0.110 0.029 -0.165
N -1.893 -0.851 1.058 0.582 0.151 0.034
C -0.683 -0.560 0.887 -0.417 0.023 0.021
O 0.399 -0.569 1.748 0.027 -0.050 0.083
C 1.324 -0.142 0.690 0.097 0.187 -0.224
C 0.143 -0.011 -0.232 -0.039 0.090 -0.013
C 0.013 0.200 -1.675 -0.102 -0.127 -0.298
N -0.029 1.335 -0.761 -0.201 0.351 -0.042
H 1.669 0.899 0.768 0.500 -0.596 0.784
H 2.106 -0.893 0.518 -0.300 0.287 0.047
H -0.910 -0.091 -2.163 0.089 -0.152 0.008
H 0.925 0.134 -2.266 -0.268 0.021 -0.014
H -0.968 1.684 -0.591 -0.078 -0.213 -0.222
```
Forces are in eV/Å.



Q: Which value of energy relative to the best compared isomer or geometry (same formula, charge and spin) does entry 2 give?
A: 25.9 kcal/mol